No. 1
Density functional theory data (ωB97M-V/def2-TZVPD) for a molecular structure, C41H43N9S3SeV in a non-equilibrium geometry.

```
98
C41H43N9S3SeV | OMol25 | ωB97M-V/def2-TZVPD
V 1.39661 0.29183 0.77844
C -2.78480 4.04704 4.92686
C -2.09243 3.01802 4.07989
C -2.26869 1.65440 4.30056
C -1.62799 0.73179 3.50761
C -0.79868 1.10328 2.43662
N -0.18081 0.12090 1.65208
C -0.91590 -1.07679 1.51436
C -2.28495 -1.03738 1.22255
C -3.04610 -2.18175 1.16851
C -2.48873 -3.43045 1.44185
C -3.34789 -4.66117 1.47005
C -1.12629 -3.49037 1.67222
C -0.34226 -2.33992 1.68500
N 1.06067 -2.47274 1.84009
C 1.73439 -3.48339 2.42550
C 3.07257 -3.30112 2.15868
C 3.12560 -2.13731 1.38980
N 1.90395 -1.64151 1.20729
C -0.60689 2.47865 2.22779
C -1.24644 3.39940 3.05636
N 0.16915 2.97802 1.15309
C 0.15400 4.24348 0.67812
C 1.02064 4.30617 -0.38298
C 1.52241 3.01482 -0.50852
N 1.00119 2.21541 0.42228
H -3.80161 3.73375 5.16013
H -2.82916 5.00753 4.41615
H -2.25580 4.19044 5.87117
H -2.91086 1.31335 5.10289
H -1.75977 -0.32125 3.71200
H -2.74418 -0.07475 1.04539
H -4.10037 -2.10698 0.93268
H -4.35086 -4.41514 1.81552
H -2.92607 -5.42607 2.12179
H -3.44182 -5.08449 0.46914
H -0.65145 -4.45119 1.83394
H 1.24114 -4.22934 3.02273
H 3.89509 -3.91576 2.47783
H 3.99650 -1.66031 0.97394
H -1.08879 4.45664 2.89870
H -0.45815 5.02036 1.09329
H 1.24469 5.16633 -0.98735
H 2.20698 2.65336 -1.25397
C 5.03826 1.88921 4.18621
N 5.18082 1.68431 2.75852
C 6.31522 1.90489 2.01251
C 6.04460 1.56773 0.74585
N 4.71848 1.11888 0.69247
C 4.18970 1.21164 1.96500
S 2.67021 0.86639 2.61969
C 4.11692 0.66111 -0.50407
C 4.87039 0.55892 -1.67112
C 4.25844 0.17159 -2.84814
C 2.89234 -0.09399 -2.84957
C 2.22507 -0.00050 -1.65783
N 2.81654 0.35171 -0.49635
H 5.88403 2.47047 4.54191
H 5.00455 0.93137 4.70555
H 4.10978 2.42109 4.38560
H 7.22250 2.29480 2.43805
H 6.68008 1.63896 -0.11328
H 5.92574 0.77574 -1.67687
H 4.83920 0.07885 -3.75488
H 2.37068 -0.38571 -3.74891
H 1.15608 -0.22753 -1.58272
C -5.08829 2.67663 -6.01162
C -4.16787 2.26690 -4.89335
C -4.63014 1.52940 -3.81232
C -3.79458 1.15292 -2.76855
C -4.34999 0.34428 -1.63140
C -2.44137 1.53220 -2.79468
Se -1.32583 1.08309 -1.31385
C -1.94987 2.25946 -3.89424
C -0.51008 2.67941 -4.02339
C -2.82472 2.61264 -4.91593
H -6.10131 2.31610 -5.83828
H -4.74011 2.27592 -6.96571
H -5.12099 3.76384 -6.10546
H -5.67491 1.23668 -3.77930
H -5.36526 0.01168 -1.85296
H -4.37064 0.94108 -0.71518
H -3.71882 -0.52686 -1.44506
H 0.08530 2.29584 -3.19802
H -0.42832 3.76972 -4.02897
H -0.09079 2.30806 -4.96236
H -2.44025 3.18019 -5.75927
S -0.03770 -2.64445 -1.67021
C -0.16386 -4.27910 -1.64619
N 0.85384 -5.13845 -1.43168
C 0.61872 -6.54756 -1.70096
C -0.87521 -6.76602 -1.49908
S -1.65484 -5.16087 -1.89198
H 1.79056 -4.76899 -1.46085
H 1.20460 -7.16064 -1.01614
H 0.91087 -6.79797 -2.72560
H -1.11712 -7.01237 -0.46604
H -1.27849 -7.52850 -2.15904
```

Energy above the lowest of the compared OMol25 structures with the same formula, charge and spin ... 249.3 kJ/mol
Energy ... -180161.4513 eV
Spin multiplicity ... 3
Charge ... +1
HOMO level (alpha / beta) ... -7.42 / -7.43 eV
Orbital gap (alpha / beta) ... 4.1 / 4.1 eV

---

No. 2
Density functional theory data (ωB97M-V/def2-TZVPD) for a molecular structure, C35H24BrF5N7O4STi in a non-equilibrium geometry.

```
78
C35H24BrF5N7O4STi | OMol25 | ωB97M-V/def2-TZVPD
Ti 0.51611 0.91269 -0.19098
C 0.31367 1.92921 -3.50263
O 0.25891 0.86752 -2.55144
C 0.20280 -0.39996 -3.03872
C 0.17323 -0.72732 -4.36883
C 0.13166 -2.07475 -4.73759
Br 0.08424 -2.51643 -6.57780
C 0.11773 -3.06151 -3.79687
C 0.13327 -2.73883 -2.42535
C 0.18434 -1.38426 -2.01565
O 0.23533 -0.97380 -0.76459
C 0.07124 -3.79607 -1.45290
N -0.04795 -3.59671 -0.13825
C -0.12934 -4.80786 0.52949
C -0.28635 -5.12075 1.87089
C -0.34027 -6.46453 2.19273
C -0.24750 -7.45373 1.20848
C -0.10347 -7.14247 -0.13088
C -0.04408 -5.79534 -0.45318
N 0.07308 -5.12348 -1.66514
H 1.21120 1.84173 -4.11678
H 0.35658 2.84444 -2.92545
H -0.57929 1.92388 -4.12649
H 0.18557 0.02826 -5.13974
H 0.08186 -4.09568 -4.11247
H -0.09380 -2.63846 0.19907
H -0.37951 -4.34901 2.62266
H -0.46343 -6.75560 3.22662
H -0.29759 -8.49197 1.50683
H -0.04928 -7.91142 -0.88956
H 0.16141 -5.57151 -2.56141
O 0.58034 2.60680 -0.62962
C 0.90491 3.84034 -0.23585
C 0.31585 4.95372 -0.83314
C 0.64475 6.22766 -0.41249
C 1.57295 6.41139 0.60600
C 2.16513 5.31472 1.19971
C 1.83678 4.02073 0.79643
C 2.42475 2.84118 1.40095
N 2.01533 1.58489 1.23261
C 2.84471 0.79371 2.00210
C 3.74756 1.57497 2.63633
N 3.46399 2.85951 2.25819
H -0.40354 4.79998 -1.62806
H 0.17525 7.08318 -0.87867
H 1.82845 7.40990 0.93255
H 2.88009 5.47161 1.99789
H 2.76616 -0.27744 2.01757
H 4.56426 1.32531 3.28900
H 4.02542 3.66448 2.47164
F -6.73309 0.88601 -1.37469
C -5.43233 0.89799 -1.11001
C -4.50649 0.98305 -2.13484
F -4.91734 1.05465 -3.39669
C -3.15454 0.99423 -1.85213
F -2.28853 1.07259 -2.87013
C -2.64746 0.93923 -0.54528
O -1.36047 0.98576 -0.27359
C -3.62397 0.82312 0.45839
F -3.21738 0.70238 1.72994
C -4.97881 0.81275 0.19484
F -5.84698 0.71539 1.19663
N -0.78435 2.44371 2.26326
C -0.40902 1.24096 2.77029
C -0.35252 1.06264 4.16330
C 0.03109 -0.14757 4.67837
C 0.36014 -1.18118 3.80069
C 0.31287 -0.92418 2.45588
N -0.04616 0.25302 1.92002
H -1.21510 3.09349 2.89735
H -1.14859 2.44557 1.32511
H -0.61775 1.88957 4.80824
H 0.07298 -0.30050 5.74813
H 0.66907 -2.14977 4.16630
H 0.61857 -1.68816 1.75616
S 2.71598 0.11454 -1.21928
C 3.93469 1.18593 -0.85289
N 4.78197 1.93183 -0.60057
```

Energy above the lowest of the compared OMol25 structures with the same formula, charge and spin ... 22.6 kJ/mol
Energy ... -172884.8573 eV
Charge ... +1
HOMO level ... -10.57 eV
Orbital gap ... 7.4 eV

---

No. 3
Density functional theory data (ωB97M-V/def2-TZVPD) for 2 unconnected molecules or ions with the total composition C7H19NOPS2 in a non-equilibrium geometry.

```
31
C7H19NOPS2 | OMol25 | ωB97M-V/def2-TZVPD
C -0.87453 -0.14110 -2.34158
C 1.58644 -0.98057 -2.59272
C 2.14324 -0.61004 0.90923
C 2.47774 2.01015 0.32008
C 0.50933 -0.16055 -1.87342
C 2.10918 0.55381 -0.15762
C -1.98381 -0.14664 2.33466
N 0.77897 0.54636 -0.82750
O -3.32873 -0.00049 2.44847
P -4.46955 -0.14645 1.13086
S -1.54358 -1.66131 1.32384
S -1.11900 1.15581 1.37782
H -1.40311 0.64494 -1.97734
H -0.96341 -0.10560 -3.51849
H -1.41195 -1.15774 -2.21732
H 2.53640 -0.41158 -2.66453
H 1.34179 -1.20165 -3.53871
H 1.92480 -1.82726 -2.02137
H 3.23181 -0.73633 1.29445
H 1.63156 -0.42831 1.80243
H 1.67363 -1.45212 0.48117
H 2.44782 2.85107 -0.38050
H 3.47853 1.99698 0.75174
H 1.79768 2.10190 1.13158
H -1.49772 -0.22958 3.25555
H 2.84859 0.26525 -0.81404
H 0.04710 1.17839 -0.58267
H -5.66283 0.15051 1.88885
H -4.50907 -1.51914 1.31969
H -2.61231 -2.52164 1.33638
H -1.18500 1.98296 2.40099
```

Energy ... -42055.6807 eV
Charge ... +1
HOMO level ... -12.20 eV
Orbital gap ... 8.7 eV